Entry 1:
The following is a DFT calculation (the ωB97M-V functional and the def2-TZVPD basis) of a molecular structure, C25H40InNO3P3 at a distorted geometry.

Its charge is +1. As for the calculated total energy: -67242.3349 eV.

Element x y z (Å)
C -1.029 3.701 -3.592
C -0.834 2.347 -3.359
C 0.455 1.777 -3.587
C 1.540 2.620 -4.017
C 1.284 4.000 -4.248
C 0.022 4.529 -4.031
C 2.819 2.059 -4.058
C 3.023 0.686 -3.909
C 1.898 -0.113 -3.499
C 2.091 -1.491 -3.185
C 3.364 -2.040 -3.273
C 4.469 -1.263 -3.674
C 4.303 0.071 -3.999
H -2.017 4.127 -3.417
H 2.109 4.628 -4.591
H -0.173 5.587 -4.195
H 3.657 2.683 -4.380
H 3.504 -3.090 -3.014
H 5.452 -1.731 -3.724
H 5.149 0.684 -4.321
N 0.727 0.507 -3.140
In 0.668 0.584 -0.602
C -1.936 1.481 -2.780
H -1.875 0.464 -3.187
H -2.925 1.906 -2.995
C 0.913 -2.295 -2.680
H -0.002 -2.009 -3.214
H 1.091 -3.371 -2.804
P -1.794 1.325 -0.948
P 0.583 -1.997 -0.885
C 1.951 -2.880 -0.078
H 1.845 -2.818 1.013
H 1.954 -3.934 -0.391
H 2.906 -2.421 -0.364
C -0.921 -2.976 -0.608
H -0.737 -4.017 -0.915
H -1.213 -2.946 0.451
H -1.744 -2.564 -1.208
C -2.099 3.009 -0.339
H -3.054 3.386 -0.735
H -2.142 2.988 0.759
H -1.290 3.682 -0.648
C -3.254 0.367 -0.472
H -3.304 0.292 0.622
H -4.155 0.872 -0.851
H -3.198 -0.645 -0.892
H 2.242 1.483 -1.203
H 0.797 1.409 0.986
C -1.640 2.185 4.355
C -0.869 1.480 3.276
O -1.755 0.492 2.674
P -1.489 -1.097 2.345
O -2.453 -1.797 3.454
C -2.708 -1.275 4.813
C -1.476 -1.135 5.663
O 0.010 -1.443 2.954
C 0.295 -2.836 3.354
C 1.579 -2.791 4.145
H -2.575 2.594 3.965
H -1.039 3.006 4.748
H -1.870 1.505 5.180
H -0.570 2.169 2.475
H 0.038 0.990 3.660
H -3.246 -0.325 4.709
H -3.388 -2.024 5.237
H -0.749 -0.425 5.251
H -1.789 -0.754 6.641
H -1.000 -2.102 5.831
H -0.528 -3.228 3.965
H 0.386 -3.463 2.454
H 1.605 -1.930 4.820
H 1.671 -3.703 4.736
H 2.440 -2.749 3.474

Just the Löwdin charges please, in e? Sure, here they are: atom 1 (C): -0.03, atom 2 (C): -0.22, atom 3 (C): -0.20, atom 4 (C): -0.14, atom 5 (C): -0.01, atom 6 (C): -0.05, atom 7 (C): 0.07, atom 8 (C): -0.15, atom 9 (C): -0.21, atom 10 (C): -0.23, atom 11 (C): -0.02, atom 12 (C): -0.05, atom 13 (C): -0.01, atom 14 (H): 0.12, atom 15 (H): 0.12, atom 16 (H): 0.11, atom 17 (H): 0.14, atom 18 (H): 0.12, atom 19 (H): 0.11, atom 20 (H): 0.12, atom 21 (N): 0.04, atom 22 (In): 0.35, atom 23 (C): -0.28, atom 24 (H): 0.09, atom 25 (H): 0.10, atom 26 (C): -0.28, atom 27 (H): 0.10, atom 28 (H): 0.10, atom 29 (P): 0.80, atom 30 (P): 0.81, atom 31 (C): -0.22, atom 32 (H): 0.03, atom 33 (H): 0.07, atom 34 (H): 0.06, atom 35 (C): -0.25, atom 36 (H): 0.07, atom 37 (H): -0.01, atom 38 (H): 0.05, atom 39 (C): -0.22, atom 40 (H): 0.07, atom 41 (H): 0.05, atom 42 (H): 0.06, atom 43 (C): -0.24, atom 44 (H): 0.02, atom 45 (H): 0.07, atom 46 (H): 0.04, atom 47 (H): -0.01, atom 48 (H): -0.09, atom 49 (C): -0.07, atom 50 (C): -0.30, atom 51 (O): -0.36, atom 52 (P): 0.84, atom 53 (O): -0.33, atom 54 (C): -0.23, atom 55 (C): -0.09, atom 56 (O): -0.36, atom 57 (C): -0.29, atom 58 (C): -0.07, atom 59 (H): 0.09, atom 60 (H): 0.09, atom 61 (H): 0.06, atom 62 (H): 0.06, atom 63 (H): 0.11, atom 64 (H): 0.11, atom 65 (H): 0.12, atom 66 (H): 0.06, atom 67 (H): 0.09, atom 68 (H): 0.08, atom 69 (H): 0.10, atom 70 (H): 0.10, atom 71 (H): 0.09, atom 72 (H): 0.08, atom 73 (H): 0.07



Entry 2:
The following is a DFT calculation (the ωB97M-V functional and the def2-TZVPD basis) of 2 unconnected molecules or ions with the total composition C2HBrCl2F2 at a distorted geometry.

The relative energy (zero: lowest compared OMol25 entry of this formula, charge and spin) is 391.1 kJ/mol. As for the calculated total energy: -102608.5504 eV.

Element x y z (Å)
C -0.428 0.530 -0.486
C 0.459 1.730 -0.260
F -0.060 0.975 1.924
F -0.070 2.956 -0.473
Cl -0.416 0.053 -2.272
Cl 2.042 1.699 -0.406
Br -2.206 0.637 0.173
H -0.178 -0.286 0.119

Just the Löwdin charges please, in e? Sure, here they are: atom 1 (C): -1.10, atom 2 (C): -0.79, atom 3 (F): -0.49, atom 4 (F): 0.06, atom 5 (Cl): 0.54, atom 6 (Cl): 1.00, atom 7 (Br): 0.77, atom 8 (H): 0.01



Entry 3:
The following is a DFT calculation (the ωB97M-V functional and the def2-TZVPD basis) of 3 unconnected molecules or ions with the total composition C2H9NO3 at a distorted geometry.

The relative energy (zero: lowest compared OMol25 entry of this formula, charge and spin) is 341.5 kJ/mol. As for the calculated total energy: -9850.1067 eV.

Element x y z (Å)
O -0.426 1.937 -0.034
C 0.502 1.358 -0.584
C 1.335 0.153 -0.411
N 0.404 -1.000 0.077
H 0.733 1.868 -1.535
H 1.708 -0.309 -1.481
H 2.126 0.051 0.371
H -0.624 -0.740 0.275
H 0.782 -1.183 0.952
H 0.070 -3.265 3.688
H -0.760 -3.707 2.470
O 0.098 -3.194 2.616
H -1.181 2.730 -2.207
H -2.698 2.692 -1.724
O -2.067 2.607 -2.474

Just the Löwdin charges please, in e? Sure, here they are: atom 1 (O): 0.03, atom 2 (C): -0.29, atom 3 (C): -0.18, atom 4 (N): -0.02, atom 5 (H): 0.10, atom 6 (H): 0.16, atom 7 (H): 0.12, atom 8 (H): 0.10, atom 9 (H): -0.01, atom 10 (H): 0.11, atom 11 (H): 0.06, atom 12 (O): -0.16, atom 13 (H): -0.03, atom 14 (H): 0.06, atom 15 (O): -0.06



Entry 4:
The following is a DFT calculation (the ωB97M-V functional and the def2-TZVPD basis) of 2 unconnected molecules or ions with the total composition C5H13NO at a distorted geometry.

The relative energy (zero: lowest compared OMol25 entry of this formula, charge and spin) is 311.7 kJ/mol. The spin multiplicity is 2. Its charge is +1. As for the calculated total energy: -8922.5203 eV.

Element x y z (Å)
C 1.577 -0.534 -0.092
N 0.066 -0.705 0.278
C -0.247 -1.827 1.275
C -0.304 0.523 0.906
C 0.287 1.676 -0.035
C 1.490 0.950 -0.536
H 2.442 -0.675 0.568
H 1.746 -1.176 -1.013
H -1.431 -1.761 1.534
H -0.102 -2.729 0.885
H 0.302 -1.757 2.303
H -1.424 0.750 1.068
H -0.016 0.516 1.973
H -0.452 1.968 -0.805
H 0.510 2.637 0.610
H 2.414 1.380 -0.266
H 1.705 0.938 -1.581
H -2.904 -0.652 -1.350
H -1.444 -0.095 -1.586
O -2.329 0.107 -1.674

Just the Löwdin charges please, in e? Sure, here they are: atom 1 (C): -0.04, atom 2 (N): 0.02, atom 3 (C): 0.01, atom 4 (C): -0.18, atom 5 (C): -0.11, atom 6 (C): -0.20, atom 7 (H): 0.15, atom 8 (H): 0.15, atom 9 (H): 0.16, atom 10 (H): 0.03, atom 11 (H): 0.16, atom 12 (H): 0.17, atom 13 (H): 0.16, atom 14 (H): 0.12, atom 15 (H): 0.16, atom 16 (H): 0.10, atom 17 (H): 0.11, atom 18 (H): 0.10, atom 19 (H): -0.05, atom 20 (O): -0.03



Entry 5:
The following is a DFT calculation (the ωB97M-V functional and the def2-TZVPD basis) of a single C4H7NO molecule.

The relative energy (zero: lowest compared OMol25 entry of this formula, charge and spin) is 100.9 kJ/mol. As for the calculated total energy: -7798.5983 eV.

Element x y z (Å)
C 0.926 -1.435 0.631
N 0.120 -0.356 0.153
C 0.508 0.849 -0.560
C -0.997 1.269 -0.504
C -1.211 -0.083 0.211
O -2.146 -0.732 0.616
H 1.813 -1.007 1.098
H 0.341 -2.020 1.349
H 1.249 -2.088 -0.187
H 0.959 0.651 -1.541
H 1.230 1.444 0.028
H -1.155 2.162 0.101
H -1.637 1.346 -1.394

Just the Löwdin charges please, in e? Sure, here they are: atom 1 (C): -0.03, atom 2 (N): -0.13, atom 3 (C): -0.13, atom 4 (C): -0.03, atom 5 (C): -0.47, atom 6 (O): 0.07, atom 7 (H): 0.09, atom 8 (H): 0.10, atom 9 (H): 0.09, atom 10 (H): 0.11, atom 11 (H): 0.12, atom 12 (H): 0.11, atom 13 (H): 0.11